A molecular structure, C43H36Cl3N3O3P2PtS. Source: the Open Molecules 2025 dataset; level of theory: the ωB97M-V functional and the def2-TZVPD basis.

Results
* frontier orbital gap (alpha / beta): 3.42 / 3.42 eV
* electronic energy: -4630.47324 Ha
* HOMO (alpha / beta): -0.4675 / -0.4675 Eh
* ΔE to the lowest compared entry with this formula, charge and spin: 22.0 kcal/mol

ORCA input file:
```
! wB97M-V def2-TZVPD RIJCOSX def2/J DEFGRID3
* xyz 2 1
Pt 0.3053 -0.3461 -0.5750
Cl 1.3699 -1.6864 2.3042
Cl 5.8930 -0.6164 -0.4649
Cl 6.1103 -3.0125 4.2638
S -2.3010 -2.3753 -0.9669
P 1.1690 1.7303 -0.4323
P -1.3256 1.1158 -1.0513
O -2.7653 -1.0738 -1.3915
O -2.5113 -3.5073 -1.8162
O 3.0390 -0.6743 0.1088
N -0.3254 2.4565 -0.6155
N -0.7176 -2.1615 -0.6802
N 1.4392 -2.5662 -0.9809
C -4.2559 -4.1408 2.0607
C -4.8441 -3.4509 4.4062
C 5.2050 -2.3391 3.0404
C -3.6698 -3.9089 0.8246
C 2.6396 2.0394 3.9374
C 3.9571 4.3349 -1.8477
C 2.5201 -3.3473 -1.1016
C 3.0496 3.7084 -1.0098
C 3.0344 -1.7674 2.2237
C -2.9494 -1.7369 1.5985
C 1.1839 -5.3075 -1.0490
C 0.0638 -4.5243 -0.9119
C 3.6785 -1.1855 0.9784
C 4.2334 3.8000 -3.1009
C 1.7574 1.9297 1.2858
C 5.1906 -1.2675 0.9076
C -2.4156 2.3315 -4.7786
C -2.3375 2.1977 -3.4007
C 3.5585 1.9263 2.8997
C -2.8590 2.2055 0.9725
C -4.2042 -3.1873 3.0722
C 2.4118 2.5408 -1.4323
C 3.1208 1.8780 1.5839
C 0.2319 -3.1309 -0.8803
C 3.5979 2.6419 -3.5266
C -4.1071 1.3257 -0.8934
C -5.2546 2.3385 0.9625
C -5.2838 1.7223 -0.2811
C -1.6753 1.4958 -5.6018
C 5.9024 -1.8218 1.9111
C 1.2843 2.0981 3.6499
C -3.5393 -1.9843 2.8238
C 2.6849 2.0123 -2.6949
C -0.5757 3.8603 -0.9447
C -0.8519 0.5248 -5.0490
C -4.0410 2.5819 1.5894
C 3.7942 -2.3186 3.1967
C 0.8480 2.0371 2.3331
C -3.0219 -2.7053 0.6028
C -1.5052 1.2280 -2.8402
C -0.7677 0.3878 -3.6732
C -2.8824 1.5731 -0.2704
C 2.4499 -4.7190 -1.1477
H -0.2861 -0.1372 -5.6908
H 3.3514 -2.7398 4.0885
H -3.0617 3.0852 -5.2078
H -0.1718 4.5057 -0.1640
H -3.7285 -4.6430 0.0323
H 3.8100 2.2333 -4.5054
H -0.9198 -4.9597 -0.8307
H 4.9447 4.2939 -3.7496
H 4.4499 5.2419 -1.5246
H 3.4737 -2.8404 -1.2067
H 4.6202 1.9073 3.1148
H 2.9811 2.1012 4.9622
H -3.5013 -1.2286 3.5995
H -0.2115 2.0513 2.1238
H 3.8487 1.8219 0.7828
H 6.9815 -1.8819 1.8791
H -4.1662 -4.0128 5.0520
H -1.9182 2.4450 1.4447
H -4.0126 3.0744 2.5520
H 2.8351 4.1324 -0.0366
H -1.6504 4.0270 -0.9941
H -0.1313 4.1303 -1.9041
H 0.5630 2.1988 4.4502
H -2.9252 2.8533 -2.7714
H -5.0951 -2.5221 4.9161
H -6.2282 1.5421 -0.7764
H -4.7719 -5.0765 2.2361
H -5.7530 -4.0402 4.2958
H -0.1450 -0.3891 -3.2457
H -4.1429 0.8188 -1.8456
H -1.7480 1.5951 -6.6765
H -2.4523 -0.7925 1.4070
H 2.1812 1.1096 -3.0223
H 3.3417 -5.3148 -1.2754
H -6.1787 2.6357 1.4402
H 1.0813 -6.3844 -1.0764
*
```

2 unconnected molecules or ions with the total composition C33H37BrFN5O8PS3. Source: the Open Molecules 2025 dataset; level of theory: the ωB97M-V functional and the def2-TZVPD basis.

Results
* frontier orbital gap: 4.90 eV
* electronic energy: -6363.77811 Ha
* HOMO: -0.1587 Eh

ORCA input file:
```
! wB97M-V def2-TZVPD RIJCOSX def2/J DEFGRID3
* xyz -1 1
Br -2.2724 -4.2371 1.4167
S 0.9788 0.3209 -5.9213
S -1.8346 1.5017 -6.1329
S -2.8007 -0.6539 1.8536
P 1.6561 -4.1035 -0.2515
F -5.8471 0.7903 2.4877
O -1.3731 0.2433 -9.5978
O 1.2941 -0.4569 7.2009
O 0.7365 -0.1772 -9.5582
O 0.0229 1.7933 -9.0711
O -1.3804 2.2757 2.4952
O 1.3440 2.2423 5.9912
O 2.5212 0.7043 4.6064
O 3.3613 -4.4251 -0.3384
N 6.2635 -1.1077 0.4716
N -0.2046 0.6198 -9.4090
N 0.7540 4.4658 -2.7680
N -1.3905 -3.0789 0.1839
N 0.4263 2.6248 -4.4562
C 4.7842 -0.9284 0.5257
C -2.7690 -2.6135 -2.2276
C 2.8431 0.8097 3.1748
C -4.2607 -1.9442 -4.6573
C -3.9023 -1.7093 -3.0585
C 2.6215 1.9962 5.3025
C 1.2195 -2.5505 0.7575
C 1.8864 2.8146 -4.0962
C -4.4198 -0.1628 -0.7473
C -0.0905 1.5845 -5.4262
C -2.7800 0.3782 -4.9361
C -4.7650 -0.4832 -2.3169
C -0.4040 -2.1793 0.8943
C 6.1044 -3.1979 2.3930
C 1.7575 -0.1976 2.3967
C -6.2832 0.3897 1.1083
C -0.9001 -0.8550 1.7884
C 1.1003 -3.6899 -2.0723
C -0.4261 1.5049 3.3604
C 6.8256 -2.1564 1.3697
C -5.2254 1.0671 0.0496
C -3.2782 -1.0323 0.0415
C 2.2490 -1.5482 1.5419
C -0.7319 3.5907 2.1852
C -2.4135 -2.2977 -0.6284
C -0.2671 3.6520 -3.5883
C 0.1466 0.1780 2.5352
C 1.4670 2.1479 7.4537
C 2.1942 4.0164 -3.0044
C 1.9081 0.6464 7.9689
C -3.5584 -0.8630 -5.6711
C 4.4406 -3.0612 2.5082
C 3.8840 -1.8547 1.5131
H 3.7739 -3.7244 3.2033
H 3.7774 -3.6595 -0.8328
H 0.3256 -0.2517 7.0482
H -2.1771 -3.4973 -2.7682
H -5.5749 0.1276 -2.9010
H -1.4335 3.8222 -3.5301
H 4.2946 -0.0778 -0.1502
H 2.6617 1.8724 2.7046
H -3.6153 1.0480 -4.4214
H -6.1947 -0.7949 1.0314
H -0.0827 -3.5713 -2.1534
H 3.2045 4.4017 -2.5427
H 0.4855 2.2566 3.5272
H 8.0170 -2.2561 1.3349
H -0.6090 4.1570 3.2204
H -0.8887 1.2319 4.4009
H 1.5245 0.5207 9.0879
H 2.8225 2.9201 4.6090
H -1.3620 4.2412 1.4300
H 6.7055 -3.9817 3.0528
H -4.4003 1.6290 0.7022
H 1.4097 -4.5403 -2.8158
H 0.3392 3.4424 1.6812
H -5.7256 1.7541 -0.7560
H 3.9600 0.5198 2.9752
H 1.6644 -2.7186 -2.4045
H -5.4488 -1.8810 -4.7275
H -3.9588 -3.0335 -5.0402
H 2.8107 2.2165 -4.4932
H -4.4428 -0.3725 -6.3020
H 3.4941 1.9905 6.1078
H -2.8351 -1.3541 -6.4774
H -2.0221 0.0692 -4.0998
H 0.3958 2.3558 7.9310
H -7.3782 0.7593 0.9004
H 2.1748 2.9870 7.9063
H 3.0962 0.5989 7.9207
*
```

A single C12H15N5O4 molecule. Source: the Open Molecules 2025 dataset; level of theory: the ωB97M-V functional and the def2-TZVPD basis.

Results
* frontier orbital gap: 10.24 eV
* electronic energy: -1040.91637 Ha
* HOMO: -0.3789 Eh
* ΔE to the lowest compared entry with this formula, charge and spin: 107.3 kcal/mol

ORCA input file:
```
! wB97M-V def2-TZVPD RIJCOSX def2/J DEFGRID3
* xyz 0 1
O 0.4576 4.2280 -1.7305
O -1.2760 3.0030 -2.4225
O 2.9398 -0.7264 -2.5531
O -2.3300 0.3253 1.8137
N 1.9262 -2.6980 -1.9109
N -2.6398 -2.6080 1.1050
N 0.8217 1.2774 2.7472
N -2.2952 0.2095 4.2578
N 1.8938 -1.2118 1.3717
C -2.2826 0.3544 3.1145
C -1.7493 -1.9106 0.9092
C -0.3130 3.3445 -1.5148
C 1.9965 -1.2624 -2.0339
C 0.8420 -0.4086 -1.5004
C -0.5872 -1.0090 0.6478
C -0.3161 -1.1929 -0.8640
C -1.2996 1.4749 -0.0197
C -0.0701 1.0510 2.0593
C -0.2076 2.5543 -0.2030
C 0.5235 -1.6199 1.5831
C -1.0383 0.4422 1.0951
H 1.3115 0.3223 -0.8502
H -0.2610 3.3019 0.5876
H -2.1904 2.0258 0.2951
H -1.2337 -0.8942 -1.3754
H 2.0279 -0.2324 1.1777
H 0.4779 -2.6917 1.3754
H 0.2188 -1.5185 2.6268
H 2.3597 -1.7772 0.6824
H 0.8014 2.1467 -0.1854
H -1.5477 1.0343 -0.9813
H 2.5548 -2.9820 -1.1637
H 2.3520 -3.0832 -2.7491
H 0.4854 0.1189 -2.3881
H -2.1147 2.8760 -1.9604
H -0.2385 -2.2636 -1.0431
*
```